Record 1
{
  "formula": "C4H8N2O2",
  "method": "wB97M-V/def2-TZVPD",
  "symbols": ["C", "C", "C", "O", "N", "C", "N", "O", "H", "H", "H", "H", "H", "H", "H", "H"],
  "positions_angstrom": [[0.23316, 0.48440, 0.29953], [0.65218, 1.44826, -0.86949], [1.89067, 0.77653, -1.45862], [1.87071, -0.37095, -1.69112], [-0.40113, -0.70802, -0.17752], [-1.27635, -1.44935, 0.52623], [-1.73086, -1.11510, 1.79214], [-1.63138, -2.55611, 0.07681], [1.25428, 0.20795, 0.81581], [-0.40177, 1.00103, 1.04647], [0.82525, 2.44815, -0.45512], [-0.16272, 1.33456, -1.68026], [2.68948, 1.43293, -1.74996], [-0.02405, -1.12279, -1.04258], [-1.39194, -0.20433, 2.21281], [-2.39552, -1.60717, 2.35486]],
  "forces_ev_per_a": [[1.9478, 0.6400, 0.7850], [-0.2497, -1.7633, -0.1535], [-0.4845, 7.5133, 2.1640], [-0.1122, -7.6746, -1.9634], [-0.6862, 0.3376, 0.3662], [-0.4203, -2.9365, -0.3472], [1.7310, 3.7219, 0.7232], [-0.2831, 0.4840, 0.0411], [-1.8258, 0.5642, -0.6033], [0.1133, -0.1705, -0.3985], [-0.1349, -0.0701, -0.5080], [0.4513, 0.6684, 1.0293], [0.8211, 0.7492, -0.4755], [-0.1621, 0.2763, 0.8320], [-0.6847, -1.7731, -0.7900], [-0.0210, -0.5668, -0.7013]],
  "mulliken_spin": [0.7618, -0.0683, 0.6498, 0.0023, -0.3435, 0.2315, -0.0599, -0.0036, -0.0336, 0.0861, -0.2438, 0.0465, 0.0198, 0.0092, -0.0413, -0.0131],
  "e_above_lowest_kj_mol": 110.51,
  "total_energy_ha": -417.17341,
  "multiplicity": 2,
  "e_homo_ev": [0.6, -4.2],
  "molar_mass_g_mol": 116.12,
  "total_charge": -1
}



Record 2
{
  "formula": "C4H8N2O2",
  "method": "wB97M-V/def2-TZVPD",
  "symbols": ["C", "C", "C", "C", "N", "N", "O", "O", "H", "H", "H", "H", "H", "H", "H", "H"],
  "positions_angstrom": [[-1.38327, -0.03579, -0.04079], [-1.59198, 1.20180, 0.51561], [0.09601, -0.35247, -0.25071], [0.34770, -1.58134, 0.60073], [0.86970, 0.64153, 0.41448], [1.74113, 1.31817, -0.26293], [-0.53186, 1.95084, 0.81967], [0.37608, -0.68842, -1.54289], [-2.22982, -0.71712, -0.41732], [-2.52804, 1.53747, 0.74224], [0.11643, -1.36473, 1.72083], [1.38260, -1.99189, 0.59562], [-0.45658, -2.24803, 0.30249], [2.32343, 1.99168, 0.32036], [1.79592, 1.08972, -1.30583], [-0.32745, -0.75143, -2.21157]],
  "forces_ev_per_a": [[-1.3480, 1.1520, -0.2171], [4.2893, -1.6477, -0.8841], [-2.7013, -1.6554, 1.5495], [-0.0987, -0.6072, 2.7977], [0.4580, 2.9616, 0.3593], [0.3311, -0.8175, -0.5955], [-1.2427, -1.2209, -0.5287], [1.8514, 0.1933, -2.4464], [1.6976, 0.9826, 0.7452], [-2.5355, 1.1820, 0.5455], [0.4223, -0.0829, -1.9821], [-0.7611, 0.1138, -0.5155], [0.5388, -0.7665, -0.0977], [-0.9381, -1.4696, -1.6135], [0.1028, 1.1126, 1.8061], [-0.0658, 0.5699, 1.0774]],
  "nbo_charge": [-0.4491, 0.2088, 0.2745, -0.5983, 0.0449, -0.5278, -0.5843, -0.7476, 0.2210, 0.1732, 0.2266, 0.2130, 0.2134, 0.4189, 0.4032, 0.5095],
  "e_above_lowest_kj_mol": 549.94,
  "total_energy_ha": -417.04649,
  "e_homo_ev": -7.7,
  "molar_mass_g_mol": 116.12,
  "total_charge": 0
}



Record 3
{
  "formula": "C4H8N2O2",
  "method": "wB97M-V/def2-TZVPD",
  "symbols": ["C", "C", "C", "O", "O", "C", "N", "N", "H", "H", "H", "H", "H", "H", "H", "H"],
  "positions_angstrom": [[-2.24601, -0.22503, -0.36256], [-0.94701, 0.38155, 0.07106], [-0.39000, 1.54257, -0.53284], [0.65874, 2.10440, -0.16241], [-0.56910, 0.12970, 1.43239], [0.36078, -0.58176, 0.74669], [1.62649, -0.11270, 0.72546], [2.54433, -0.76365, -0.15744], [-2.36846, -0.12970, -1.44138], [-2.30177, -1.28379, -0.10663], [-3.08240, 0.27585, 0.12978], [-0.83465, 1.80905, -1.50498], [0.19479, -1.64657, 0.59097], [1.57442, 0.94874, 0.53304], [3.46273, -0.69612, 0.27168], [2.31712, -1.75253, -0.23283]],
  "forces_ev_per_a": [[0.0280, 0.1197, 0.0883], [0.4737, -0.7574, 0.4483], [1.2169, -0.1248, -0.3055], [-1.0542, 0.0997, -0.0528], [0.0947, 0.0396, 0.3427], [-0.6330, 0.5987, -0.8211], [0.0411, 0.9259, 0.1528], [0.0380, 0.0473, -0.2635], [-0.0199, 0.0058, 0.0121], [0.0715, 0.0212, -0.0095], [-0.0676, -0.0254, -0.0059], [-0.0498, 0.1348, 0.0388], [-0.0503, 0.0630, 0.0012], [0.1346, -1.1940, 0.1790], [-0.1810, -0.1141, 0.0548], [-0.0428, 0.1598, 0.1404]],
  "nbo_charge": [-0.6359, 0.0331, 0.3361, -0.6146, -0.4678, 0.3503, -0.4592, -0.6526, 0.2227, 0.2188, 0.2175, 0.1310, 0.1777, 0.4369, 0.3603, 0.3458],
  "e_above_lowest_kj_mol": 408.08,
  "smiles": "C[C@@]1(C=O)O[C@@H]1NN",
  "total_energy_ha": -417.10052,
  "e_homo_ev": -8.1,
  "molar_mass_g_mol": 116.12,
  "total_charge": 0
}



Record 4
{
  "formula": "C4H8N2O2",
  "method": "wB97M-V/def2-TZVPD",
  "symbols": ["C", "C", "C", "C", "N", "N", "O", "O", "H", "H", "H", "H", "H", "H", "H", "H"],
  "positions_angstrom": [[2.55164, -0.22448, 0.22812], [0.36224, 3.35205, -0.87190], [-1.29293, -0.66373, -0.56337], [-0.16640, -1.12924, 1.55308], [1.93591, 0.02988, -0.71878], [-0.50629, -1.57260, 0.21786], [0.31885, 2.25483, -1.15234], [0.48141, 4.45957, -0.68200], [-0.94269, -0.49948, -1.57262], [-1.11685, 0.28417, -0.19444], [-2.24212, -1.13454, -0.64683], [0.39219, -0.12858, 1.41613], [0.60019, -1.82268, 2.04772], [-0.94635, -1.12094, 2.37144], [-1.00675, -2.40456, 0.16444], [1.57795, 0.32032, -1.59652]],
  "forces_ev_per_a": [[0.3565, -0.1208, 0.4142], [0.4331, 0.1745, -0.4500], [0.9427, -1.1484, -0.8695], [1.7745, 0.0191, 1.2423], [0.3479, 0.0539, -0.3273], [1.2507, 0.5905, 0.1359], [-0.5503, -3.1858, -0.5492], [0.0225, 3.1955, 0.9398], [0.4653, -0.6261, -0.7773], [-0.9936, 2.1996, 1.2767], [-1.5727, 0.9199, 0.0109], [-1.2262, -1.4698, 0.7100], [-0.7128, 0.8025, -1.0691], [0.0868, 0.5573, -1.1380], [-0.3241, -1.9500, 0.6224], [-0.3004, -0.0120, -0.1720]],
  "nbo_charge": [0.2805, 1.0298, -0.4132, -0.4318, -0.7278, -0.6320, -0.5359, -0.4921, 0.1664, 0.1983, 0.1854, 0.2027, 0.2052, 0.1675, 0.3498, 0.4472],
  "e_above_lowest_kj_mol": 316.84,
  "total_energy_ha": -417.13527,
  "e_homo_ev": -8.4,
  "molar_mass_g_mol": 116.12,
  "total_charge": 0
}